<A>
Density functional theory data (ωB97M-V/def2-TZVPD) for an isolated ion of composition C2H7N4 and charge +1.

Last column: Löwdin charge in e.
Geometry (Å):
C1 1.3916 0.7909 1.1797  0.04
C2 -1.2723 -0.5912 -1.1973  -0.11
N1 0.3287 0.8433 -0.2494  0.02
N2 2.1360 1.8873 1.2540  0.12
N3 -1.9695 -1.7728 -1.1824  0.11
N4 -0.4453 -0.2840 -0.2173  -0.10
H1 1.2166 -0.0404 1.7963  0.09
H2 -1.7087 0.1224 -1.9607  0.18
H3 2.8729 2.0837 1.8594  0.10
H4 2.0835 2.6216 0.4449  0.19
H5 -2.5300 -2.2741 -1.8210  0.10
H6 -1.8435 -2.4637 -0.4054  0.14
H7 -0.2598 -0.9231 0.4991  0.12

Summary:
- LUMO level: -4.13 eV
- 2S+1: 1
- Net charge: +1
- SMILES: N/C=N/[NH+]=C/N
- Frontier orbital gap: 7.68 eV

<B>
Density functional theory data (ωB97M-V/def2-TZVPD) for C2H7N4 as an isolated structure.

Last column: Löwdin charge in e.
Geometry (Å):
C1 0.0339 -1.7634 0.9033  -0.06
C2 0.8563 -0.5676 0.5016  -0.28
N1 1.0961 -2.0943 0.3915  0.23
N2 1.0217 1.1731 -0.9498  0.13
N3 0.4098 0.0656 -0.6954  -0.03
N4 -1.4095 0.4000 -0.2416  0.16
H1 -0.8382 -1.8699 1.5093  0.13
H2 1.4528 0.1053 1.2034  0.16
H3 1.1530 1.3783 -1.8987  0.13
H4 1.3240 1.7559 -0.2500  0.10
H5 -1.9887 -0.4170 -0.2519  0.09
H6 -1.2689 0.7924 0.6783  0.11
H7 -1.8423 1.0417 -0.9001  0.12

Summary:
- LUMO level: -4.62 eV
- 2S+1: 1
- Net charge: +1
- Frontier orbital gap: 9.82 eV

Stability verdict: <A>, ahead by 16.0 kcal/mol

<A>
Density functional theory data (ωB97M-V/def2-TZVPD) for a single C3H5NO4 molecule.

Last column: Löwdin charge in e.
Geometry (Å):
C1 -1.9850 0.3696 -1.3153  -0.03
O1 -0.7324 -0.3215 -1.3896  0.01
C2 0.1857 -0.0715 -0.4877  -0.42
N1 1.3595 -0.4684 -0.4516  0.23
H1 -1.8534 1.4550 -1.3500  0.11
H2 -2.5339 0.0677 -0.4219  0.09
H3 -2.5283 0.0603 -2.2045  0.10
C3 1.9797 -0.1812 0.8675  -0.57
O2 1.9266 -1.2888 1.6454  0.11
O3 -0.1744 0.5172 0.8273  0.03
O4 2.7660 0.7091 1.0201  0.12
H4 2.7044 -1.2863 2.2234  0.13
H5 -1.1146 0.4388 1.0368  0.09

Summary:
- LUMO level: 0.35 eV
- 2S+1: 1
- SMILES: CO/C(O)=N/C(=O)O
- Frontier orbital gap: 10.53 eV

<B>
Density functional theory data (ωB97M-V/def2-TZVPD) for a 2-piece molecular cluster, C3H5NO4 overall.

Last column: Löwdin charge in e.
Geometry (Å):
C1 1.8568 -0.4001 1.1312  -0.01
C2 0.6903 -0.7459 0.3787  -0.24
C3 -1.0248 1.7548 -0.8505  -0.16
N1 -0.5369 -0.8345 0.1858  -0.27
O1 -1.4901 -0.2039 0.6540  -0.04
O2 -0.9860 -1.8254 -0.7527  0.11
O3 1.9086 -1.1993 -0.0521  0.10
O4 0.0115 1.2465 -1.0105  0.00
H1 2.3098 0.5580 0.9401  0.12
H2 2.0316 -0.8651 2.1332  0.14
H3 -1.1365 2.7028 -0.4072  0.07
H4 -1.9069 1.1861 -1.2897  0.10
H5 -1.7275 -1.3741 -1.0603  0.06

Summary:
- LUMO level: 0.91 eV
- 2S+1: 1
- SMILES: [O-]/[N+](O)=C1\CO1.C=O
- Frontier orbital gap: 9.86 eV

Stability verdict: <A>, ahead by 140.7 kcal/mol

<A>
Density functional theory data (ωB97M-V/def2-TZVPD) for a 2-piece molecular cluster, C3H5NO4 overall.

Last column: Löwdin charge in e.
Geometry (Å):
C1 -0.9034 -2.1474 0.9054  0.11
C2 1.9055 1.6057 -1.2847  0.09
C3 -1.3449 -0.8388 0.8789  -0.08
N1 -1.0738 0.1020 -0.1691  -0.39
O1 -0.2838 -0.2733 -1.0302  0.04
O2 -1.7554 1.1388 -0.1844  0.07
O3 1.6051 1.9337 -0.1151  -0.12
O4 1.5134 1.0760 0.8724  -0.14
H1 -0.8003 -2.5735 -0.0792  0.07
H2 -1.1208 -2.5725 1.8768  0.07
H3 1.8160 2.2939 -2.0515  0.09
H4 2.1755 0.6281 -1.4139  0.08
H5 -1.7332 -0.3727 1.7947  0.12

Summary:
- LUMO level (spin up / spin down): -0.77 / -0.77 eV
- 2S+1: 1
- Frontier orbital gap (spin up / spin down): 8.76 / 8.76 eV

<B>
Density functional theory data (ωB97M-V/def2-TZVPD) for a single C3H5NO4 molecule.

Last column: Löwdin charge in e.
Geometry (Å):
C1 -0.2147 -0.7013 1.4779  -0.45
C2 0.5676 1.0630 -0.7433  -0.25
C3 -1.0152 -0.6555 -0.8782  -0.29
H1 1.6040 0.4380 1.8704  0.23
H2 0.3734 2.0436 -0.1516  0.16
H3 0.9373 1.6347 -1.8001  0.18
H4 -2.0601 -0.9208 -1.2417  0.16
H5 -0.3957 -1.4369 -1.4675  0.17
N1 0.8905 0.1376 1.0451  0.00
O1 -0.4263 -0.9524 2.6206  0.14
O2 1.3347 -0.0538 -0.2484  -0.04
O3 -0.7326 0.6378 -0.8502  -0.04
O4 -0.8630 -1.2340 0.3670  0.03

Summary:
- LUMO level: 0.75 eV
- 2S+1: 1
- SMILES: O=C1NOCOCO1
- Frontier orbital gap: 10.71 eV

Stability verdict: <B>, ahead by 113.5 kcal/mol

<A>
Density functional theory data (ωB97M-V/def2-TZVPD) for a 2-piece molecular cluster, C3H5BN2O2 overall.

Last column: Löwdin charge in e.
Geometry (Å):
B1 1.1755 1.4307 0.1318  -0.56
C1 -1.5269 -0.3889 -0.2279  -0.23
C2 -3.8306 0.6026 0.2118  -0.31
C3 -0.9316 -1.4241 0.2549  0.05
N1 -2.8449 -0.0861 0.1920  0.14
N2 2.0322 1.1072 0.9371  0.25
O1 -4.8609 1.1249 0.3145  0.17
O2 0.6674 1.7024 -1.0518  0.19
H1 -1.2564 0.0436 -1.1976  0.11
H2 -1.4886 -1.8333 1.0864  0.08
H3 0.0213 -1.7539 -0.0908  0.07
H4 2.6107 1.1915 1.7005  0.00
H5 -0.1532 1.2885 -1.1580  0.02

Summary:
- LUMO level: 0.27 eV
- 2S+1: 1
- SMILES: [H]/N=B/O.C=CN=C=O
- Frontier orbital gap: 10.26 eV

<B>
Density functional theory data (ωB97M-V/def2-TZVPD) for a single C3H5BN2O2 molecule.

Last column: Löwdin charge in e.
Geometry (Å):
B1 -1.4013 0.5166 0.0732  -0.81
C1 2.3050 -0.7022 0.1784  -0.26
C2 1.7804 0.3840 0.6405  0.27
C3 0.3371 -1.3171 -0.6542  -0.23
N1 1.5909 -1.5776 -0.5356  0.02
N2 -0.1750 -0.2439 -0.0471  0.20
O1 -1.2203 1.6827 0.6990  0.16
O2 -2.6084 0.0533 -0.4231  0.16
H1 3.2934 -0.9490 0.1086  0.08
H2 1.2035 1.1308 1.0522  0.04
H3 -0.1773 -2.1284 -1.0957  0.12
H4 -1.5440 2.5295 0.2767  0.15
H5 -3.3840 0.6212 -0.2728  0.11

Summary:
- LUMO level: 0.03 eV
- 2S+1: 1
- Frontier orbital gap: 8.88 eV

Stability verdict: <A>, ahead by 5.4 kcal/mol